# 1
DFT (the ωB97M-V functional and the def2-TZVPD basis) results for a structure of composition C9H13O3 in a non-equilibrium geometry.

Geometry as XYZ:
```
25
C9H13O3, DFT the ωB97M-V functional and the def2-TZVPD basis
C 2.73317 0.29277 1.50839
C 1.54339 0.29856 0.61965
C 1.62572 0.03537 -0.80732
C 0.57092 0.04840 -1.65268
C -0.86821 0.24247 -1.27619
C -0.99697 -0.49439 0.13325
C -0.00177 -0.04387 1.16085
O 0.69301 1.23383 1.09406
O -1.53454 1.40004 -1.53133
C -0.28395 -0.36169 2.58355
O -0.79595 -1.90061 0.01315
C -1.99751 -0.15830 -2.37998
H 3.66294 -0.01866 1.03844
H 2.89451 1.29085 1.93087
H 2.49108 -0.33280 2.36106
H 2.64735 -0.14450 -1.21648
H 0.69866 -0.15858 -2.74089
H -1.99627 -0.37583 0.56039
H 0.03639 -1.37504 2.88635
H 0.20167 0.38288 3.24398
H -1.37511 -0.28288 2.76093
H -1.63824 -2.34647 -0.26315
H -1.79068 -1.16590 -2.74480
H -2.98440 -0.10288 -1.89526
H -1.94312 0.53469 -3.23107
```

The energy above the lowest of the compared OMol25 structures with the same formula, charge and spin comes out at 285.6 kJ/mol. The charge is 0. The total energy is -576.24907 hartree. The calculation puts the highest occupied orbital energy (alpha / beta) at -0.31723 / -0.31619 Ha. As for the spin multiplicity: 2. The expectation value of S² is 0.75. The frontier orbital gap (alpha / beta) is 0.3367 / 0.3080 Eh.

# 2
DFT (the ωB97M-V functional and the def2-TZVPD basis) results for the molecule C22H26N4O2S in a non-equilibrium geometry.

Geometry as XYZ:
```
55
C22H26N4O2S, DFT the ωB97M-V functional and the def2-TZVPD basis
C -1.00027 -3.19351 -2.15915
C -0.87981 -2.81723 -0.68269
C -2.20091 -2.48147 -0.08253
C -2.85081 -2.96431 1.01331
C -4.04144 -2.20602 1.13981
C -4.04017 -1.31275 0.10970
C -5.00882 -0.22513 -0.23897
N -4.61847 1.14212 0.07266
C -4.09426 1.36549 1.40300
C -2.59130 1.09368 1.55434
C -1.78628 1.85933 0.50266
C -0.33592 1.39329 0.50024
O -0.01340 0.25039 0.72510
N 0.54028 2.38674 0.15657
C 1.92465 2.32007 -0.01124
C 2.59159 3.49708 -0.35814
C 3.96173 3.49905 -0.53498
C 4.68861 2.33544 -0.37018
C 4.03196 1.15511 -0.02666
C 4.76278 -0.07910 0.15234
N 4.22643 -1.22767 0.38449
N 5.08469 -2.22004 0.51886
C 6.31763 -1.88131 0.39786
C 7.46376 -2.80719 0.50987
S 6.52544 -0.16570 0.07904
C 2.64887 1.14687 0.15261
C -2.35184 1.57651 -0.89707
C -3.85800 1.86172 -0.92192
O -2.92756 -1.48875 -0.64245
H -1.44282 -2.37556 -2.72295
H -1.62932 -4.07366 -2.27765
H -0.01854 -3.40950 -2.57300
H -0.22244 -1.94929 -0.57689
H -0.44463 -3.64077 -0.11633
H -2.52015 -3.75378 1.65660
H -4.79384 -2.31023 1.89537
H -5.23506 -0.26228 -1.30801
H -5.93332 -0.42694 0.31450
H -4.28947 2.41673 1.65046
H -4.65336 0.74205 2.10288
H -2.27086 1.39472 2.55403
H -2.37886 0.03101 1.44789
H -1.84675 2.93504 0.70736
H 0.14619 3.30312 -0.00771
H 2.03006 4.41208 -0.48767
H 4.46569 4.41549 -0.80273
H 5.75966 2.33789 -0.50838
H 8.04175 -2.80826 -0.41341
H 8.12192 -2.49761 1.32080
H 7.09236 -3.80907 0.70686
H 2.15809 0.22743 0.42210
H -2.17446 0.53075 -1.14577
H -1.84809 2.19666 -1.64283
H -4.02026 2.93079 -0.73233
H -4.26268 1.63049 -1.90969
```

The energy above the lowest of the compared OMol25 structures with the same formula, charge and spin comes out at 181.5 kJ/mol. The charge is 0. The total energy is -1621.62602 hartree. The calculation puts the highest occupied orbital energy at -0.28961 Ha. The structure (SMILES) is CCc1ccc(CN2CCC(C(=O)Nc3cccc(-c4nnc(C)s4)c3)CC2)o1. The frontier orbital gap is 0.2948 Eh.

# 3
DFT (the ωB97M-V functional and the def2-TZVPD basis) results for a structure of composition C3H6N4O in a non-equilibrium geometry.

Geometry as XYZ:
```
14
C3H6N4O, DFT the ωB97M-V functional and the def2-TZVPD basis
C -0.73648 0.45198 -2.12414
C 0.52661 -0.37056 2.22372
C 0.89988 -0.70178 0.83224
H -0.13563 0.27006 -3.15875
H -1.27690 1.76715 -2.01167
H -1.52541 -0.48182 -2.05006
H -1.61965 0.94445 1.14284
H 0.98606 -0.92598 3.08602
H 1.85447 -1.46020 -0.56085
N -0.02095 0.09667 0.04519
N -0.65964 0.88146 1.02052
N -0.47284 0.38630 2.26598
N 1.85582 -1.41271 0.48999
O 0.32466 0.55497 -1.20103
```

The energy above the lowest of the compared OMol25 structures with the same formula, charge and spin comes out at 690.2 kJ/mol. The charge is 0. The total energy is -411.94605 hartree. The calculation puts the highest occupied orbital energy at -0.31243 Ha. The frontier orbital gap is 0.3339 Eh.

# 4
DFT (the ωB97M-V functional and the def2-TZVPD basis) results for the molecule C6H6N2O3 in a non-equilibrium geometry.

Geometry as XYZ:
```
17
C6H6N2O3, DFT the ωB97M-V functional and the def2-TZVPD basis
O -2.95664 1.58647 1.67846
C -1.99808 1.49888 0.98232
O -1.45685 2.54149 0.34871
C -1.28369 0.22694 0.73938
N -1.58473 -0.96395 1.22551
N -0.60284 -1.75585 0.75222
C 0.28561 -1.06148 -0.00918
C -0.09228 0.21779 -0.03116
O 0.68958 1.04070 -0.68020
C 1.77138 0.17650 -1.21342
C 1.56596 -1.31075 -0.76514
H -1.99822 3.30682 0.65416
H -0.58912 -2.68678 1.18807
H 1.80495 0.28894 -2.28018
H 2.69300 0.63469 -0.85609
H 2.35266 -1.72644 -0.10820
H 1.39931 -2.01397 -1.62525
```

The energy above the lowest of the compared OMol25 structures with the same formula, charge and spin comes out at 29.6 kJ/mol. The charge is 0. The total energy is -567.43195 hartree. The calculation puts the highest occupied orbital energy at -0.31276 Ha. The structure (SMILES) is O=C(O)c1n[nH]c2c1OCC2. The frontier orbital gap is 0.3387 Eh.

What did the third record say?
DFT (the ωB97M-V functional and the def2-TZVPD basis) results for a structure of composition C3H6N4O in a non-equilibrium geometry.

Geometry as XYZ:
```
14
C3H6N4O, DFT the ωB97M-V functional and the def2-TZVPD basis
C -0.73648 0.45198 -2.12414
C 0.52661 -0.37056 2.22372
C 0.89988 -0.70178 0.83224
H -0.13563 0.27006 -3.15875
H -1.27690 1.76715 -2.01167
H -1.52541 -0.48182 -2.05006
H -1.61965 0.94445 1.14284
H 0.98606 -0.92598 3.08602
H 1.85447 -1.46020 -0.56085
N -0.02095 0.09667 0.04519
N -0.65964 0.88146 1.02052
N -0.47284 0.38630 2.26598
N 1.85582 -1.41271 0.48999
O 0.32466 0.55497 -1.20103
```

The energy above the lowest of the compared OMol25 structures with the same formula, charge and spin comes out at 690.2 kJ/mol. The charge is 0. The total energy is -411.94605 hartree. The calculation puts the highest occupied orbital energy at -0.31243 Ha. The frontier orbital gap is 0.3339 Eh.

Number 1 is which compound?
C9H13O3